C20H22BaN2O3 as an isolated structure, computed with ωB97M-V/def2-TZVPD.

Structure (XYZ):
```
48
Properties=species:S:1:pos:R:3:forces:R:3:lowdin_charge:R:1
C 3.07322 1.75271 -3.90759 -0.5 -0.2 0.2 -0.0554
C -3.44488 1.16986 -2.13629 -6.0 0.3 -2.2 -0.3453
C -0.73136 -0.04597 2.01632 0.2 -0.3 0.2 -0.6033
C -1.47841 3.28623 -0.91223 -0.1 0.7 0.2 -0.1196
O -0.84328 -1.10931 1.35789 0.1 0.8 0.0 -0.1441
C -0.38733 1.03212 4.29002 0.2 -0.5 0.0 -0.2722
C -3.52658 -1.02988 -0.05984 -5.8 -0.4 0.0 -0.5107
H -3.08591 2.04381 -1.42267 -0.2 -1.0 -2.6 -0.0402
H -0.83474 2.03542 2.77601 0.1 0.3 0.8 0.0674
H 3.77050 -0.28380 -3.72737 0.0 0.2 0.0 0.0950
H 0.01064 -2.22737 3.38249 0.0 0.2 0.2 0.1122
C 0.94993 2.11014 -2.83517 0.4 -0.1 -0.3 -0.1265
C 1.74340 -1.41605 -2.25433 0.0 -1.0 0.2 -0.2051
C 2.03520 2.62001 -3.56583 -0.2 -0.3 0.3 -0.0454
H 3.93783 2.09709 -4.47098 -0.2 -0.1 0.1 0.1107
H 1.42656 -4.87821 -0.61191 0.1 0.2 -0.1 0.1058
N 0.66693 -1.70566 -1.49286 0.4 -0.1 0.0 0.0559
H 2.04472 3.67076 -3.83981 0.1 -0.2 0.0 0.1055
H -0.23655 -3.06698 -0.22323 0.2 0.1 -0.2 0.1056
Ba -1.85084 0.15207 -0.92816 9.1 1.1 1.4 1.8660
N 0.84708 0.82695 -2.46827 0.4 0.0 -0.1 0.0526
H 3.40353 -4.40596 -2.13946 -0.2 0.1 0.0 0.1103
C 0.60678 -2.90319 -0.89977 0.3 -0.3 -0.3 -0.1206
C -0.34818 -0.13039 3.46355 -0.1 0.5 0.5 -0.0731
H -2.24447 3.50639 -0.14912 0.4 -0.1 -0.3 -0.0022
C 0.30587 -1.45056 5.39609 -0.1 0.0 -0.3 -0.1016
H 3.56452 -2.13126 -3.16825 -0.1 -0.2 0.2 0.0949
H -4.59244 0.83456 -1.88149 3.1 1.0 -0.8 0.0619
C -0.00549 -1.35517 4.03633 0.1 0.0 0.4 -0.0313
C 2.64141 -3.65533 -1.94140 -0.4 0.4 0.0 -0.0564
C 0.24704 -0.30217 6.20219 -0.1 0.0 -0.2 -0.0962
C 1.85320 -0.01811 -2.76779 0.2 0.9 -0.5 -0.2050
H 0.58786 -2.41749 5.82131 -0.1 0.4 -0.1 0.0937
H -0.45274 3.42648 -0.55173 -0.4 -0.3 0.0 -0.0058
C 2.98121 0.42261 -3.50124 -0.6 -0.1 0.4 -0.0089
C 1.55722 -3.91959 -1.10492 -0.2 0.5 0.0 -0.0448
C -0.10023 0.93299 5.66739 0.0 -0.3 -0.4 -0.0195
H -1.67157 3.76133 -1.88515 0.0 -0.2 0.4 -0.0105
C 2.73598 -2.38966 -2.51899 -0.5 0.5 0.2 -0.0110
H 0.12985 2.76025 -2.51123 0.4 -0.3 -0.3 0.0590
H 0.47525 -0.37235 7.26499 0.0 0.0 -0.2 0.0984
O -0.68354 2.22850 3.77462 -0.2 -0.1 -0.7 0.0384
H -0.15740 1.83733 6.27456 0.0 -0.3 -0.2 0.1131
H -3.05064 -1.84082 -0.79215 -1.2 1.0 3.0 -0.0099
H -3.01555 0.42131 -2.99454 -1.0 2.9 1.6 0.0462
H -4.65787 -0.70143 -0.47189 3.1 -1.4 1.4 0.0280
O -0.94622 1.13767 1.53309 -0.3 -0.9 -0.3 -0.1755
H -3.24951 -0.30985 0.87880 -0.6 -3.2 -1.8 0.0194
```
Positions in Å, forces in eV/Å.

The charge is 0. The value obtained for the energy above the lowest of the compared OMol25 structures with the same formula, charge and spin is 220.66 kcal/mol. As for the molar mass: 475.73 g mol⁻¹. The value obtained for the total energy is -30904.1341 eV.


C20H22Br2MnN10O3S as an isolated structure, computed with ωB97M-V/def2-TZVPD.

Structure (XYZ):
```
59
Properties=species:S:1:pos:R:3:forces:R:3:lowdin_charge:R:1
Br -3.50995 1.41705 -3.72635 0.0 0.0 0.0 0.7518
C -2.01602 -2.20554 4.97963 0.0 0.0 0.0 -0.0837
C -1.32429 -1.87712 -4.95116 0.0 0.1 0.1 -0.6354
N -2.95252 2.27184 2.60383 0.1 -0.1 -0.1 0.1945
H 4.36931 1.13877 1.66592 0.1 0.0 0.0 0.0822
N -0.29348 2.82764 0.33455 0.0 0.1 -0.1 0.0513
N 0.33455 -1.40727 -1.69144 0.0 0.0 0.1 0.0266
H -1.80340 -1.59160 5.85662 0.0 0.0 0.0 0.0682
N -2.74855 -0.19385 1.28244 0.0 0.0 -0.5 -0.4011
H 4.17581 3.36835 -2.51446 0.0 0.0 0.0 0.1087
N -1.10239 2.95461 1.45251 -0.3 -0.1 0.1 -0.0106
C 2.33264 1.00082 1.03870 -0.2 -0.1 -0.3 -0.2832
H 0.53494 1.15737 -3.01413 0.0 0.0 0.0 0.1114
H -2.89761 -0.65779 -5.69954 0.0 0.0 0.0 0.0935
H 1.84845 -2.44075 -0.80636 0.0 0.0 0.0 0.0926
C 2.35131 2.30951 -2.95033 0.0 0.0 0.1 -0.0447
H 3.36413 2.47076 2.21856 0.0 0.1 0.0 0.0824
H -2.65031 -3.02931 5.30270 0.0 -0.1 0.0 0.0715
C -1.97103 1.93908 1.75514 0.2 0.1 0.0 -0.3678
C -0.73496 -2.73267 4.35034 0.0 -0.1 0.0 -0.2828
C 0.55925 -3.14525 -3.85448 0.0 0.0 0.0 -0.0254
H 0.61150 3.24250 0.50793 -0.1 -0.1 0.0 0.0959
H -3.06793 3.22513 2.89434 0.0 0.0 0.0 0.1133
H 0.39573 -0.95652 4.60840 0.1 -0.1 0.1 0.1295
N -1.74262 0.76766 1.18662 -0.1 0.1 0.2 0.1201
H 2.28822 2.61208 -3.98449 0.0 0.0 0.0 0.1060
H -0.20312 -3.38887 5.04760 0.0 0.1 0.0 0.1104
C 1.36986 1.49113 -2.41649 0.2 0.1 0.1 -0.0839
H -0.73176 3.18155 -0.51070 0.0 0.0 0.1 0.1115
H -1.40221 3.88267 1.72420 0.0 -0.1 0.0 0.1415
C -1.44192 -0.19889 -2.65822 0.2 -0.1 0.1 -0.4349
H 3.19625 0.88103 2.97276 0.0 0.0 -0.1 0.0644
H -2.57391 -1.60352 4.26531 0.0 0.0 -0.1 0.0547
H 4.22283 2.61526 -0.15679 0.1 0.0 0.1 0.1045
Br -1.29613 -2.97245 -6.49851 0.0 0.0 0.0 0.7525
C -0.41959 -2.12461 -3.88510 0.0 -0.1 -0.2 -0.1860
N 1.31998 0.21973 1.29060 0.2 0.2 0.1 -0.0727
C 1.37881 -3.25981 -2.76772 -0.1 0.1 0.0 -0.0323
N 1.14696 -0.18734 2.56845 -0.1 -0.1 -0.3 -0.0170
H -3.58242 1.54249 2.90460 0.0 0.0 0.0 0.0897
O -2.73120 -1.01545 0.40209 -0.2 0.2 0.4 0.0490
H 0.64477 -3.82249 -4.69368 0.0 0.0 0.0 0.0798
C 2.40350 1.47900 -0.34425 -0.2 -0.2 0.2 -0.2189
C 1.23275 -2.36340 -1.69228 0.1 0.0 0.0 -0.1301
O -3.56419 -0.17555 2.20421 0.1 -0.1 0.0 0.0215
H 2.13211 -4.03197 -2.71274 0.0 0.0 0.0 0.1068
C 3.42563 2.31066 -0.81315 -0.3 -0.2 -0.2 -0.0130
O -1.42162 0.52115 -1.59164 -0.1 0.1 -0.1 -0.1809
C 0.39918 -1.29742 2.65266 0.3 0.1 0.3 -0.8042
C -2.21725 -0.84378 -4.88007 0.1 0.0 0.0 -0.1743
C 3.37440 1.39546 2.03148 0.0 -0.1 0.2 -0.0349
C -0.49337 -1.28038 -2.76541 -0.1 0.1 0.1 -0.1341
N 1.38651 1.08065 -1.14665 0.2 0.4 0.2 0.0316
Mn -0.10314 0.00675 -0.21726 0.4 -0.6 0.1 0.5646
C -2.27005 -0.00770 -3.75293 0.0 -0.1 -0.1 -0.6118
C 3.39467 2.72523 -2.13094 -0.1 0.0 0.0 -0.0595
N 0.14367 -1.66363 3.93426 0.0 0.2 -0.2 -0.0275
H -0.96301 -3.31954 3.45974 0.0 0.0 0.1 0.0589
S -0.10775 -2.24142 1.33103 -0.2 0.3 -0.2 0.7097
```
Positions in Å, forces in eV/Å.

As for the multiplicity: 2. The charge is 0. As for the expectation value of S²: 0.925. The value obtained for the energy above the lowest of the compared OMol25 structures with the same formula, charge and spin is 20.38 kcal/mol. As for the molar mass: 697.28 g mol⁻¹. The value obtained for the total energy is -224378.5314 eV.